Record 1
A structure of composition C2H7O at a distorted geometry. Source: the Open Molecules 2025 dataset; level of theory: the ωB97M-V functional and the def2-TZVPD basis.

The geometry in XYZ format:
```
10
Properties=species:S:1:pos:R:3:forces:R:3:lowdin_charge:R:1
O 1.02949 -1.11187 2.80020 0.1 0.6 0.0 -0.08
H 0.68722 -2.00707 2.87799 0.1 0.1 0.5 0.03
H 1.17788 -0.73698 3.68945 -0.2 -0.6 -0.6 0.06
H 0.96522 -0.14480 -0.90708 -1.3 0.6 -1.2 0.29
C -1.21561 0.50415 -1.77430 -0.6 -0.6 0.7 0.14
C -0.07719 0.80224 -1.17991 2.7 0.6 0.1 0.01
H -1.65108 -0.47023 -1.80370 -0.1 -0.6 0.1 0.10
H -1.87526 1.29372 -2.15608 0.7 0.0 -0.2 0.13
H 0.46398 0.14846 -0.22415 -1.1 0.3 0.0 0.20
H 0.49534 1.72239 -1.32243 -0.3 -0.3 0.6 0.12
```
Positions in Å, forces in eV/Å.

Computed properties:
highest occupied orbital energy	-14.82	eV
LUMO level	-0.226	Ha
largest force on an atom	2.75	eV Å⁻¹
Kohn-Sham gap	8.68	eV
total charge	+1
energy relative to the best compared isomer or geometry (same formula, charge and spin)	52.8	kcal per mole

=====

Record 2
A cluster of 2 separate species, C2H7O2 in total at a distorted geometry. Source: the Open Molecules 2025 dataset; level of theory: the ωB97M-V functional and the def2-TZVPD basis.

The geometry in XYZ format:
```
11
Properties=species:S:1:pos:R:3:forces:R:3:lowdin_charge:R:1
O 2.20694 0.02618 0.96261 0.1 0.2 0.0 -0.50
H 2.59384 0.31732 1.79633 -0.1 0.0 -0.1 -0.14
C -0.44613 -0.48401 -0.23829 -0.6 0.7 0.9 -0.39
O -0.10434 0.76274 0.30757 -0.2 0.2 -0.4 -0.18
C -1.72754 -0.35934 -1.07647 0.6 -0.9 -0.5 -0.11
H 0.39278 -0.91363 -0.77557 0.2 0.0 -0.4 0.09
H -0.67583 -1.17813 0.58695 0.2 -0.2 -0.1 0.09
H 0.88436 0.65334 0.60668 0.2 -0.4 0.3 -0.02
H -1.67084 -1.04111 -1.92845 0.0 -0.2 -0.1 0.05
H -2.59715 -0.67864 -0.51956 -0.4 0.3 0.3 0.05
H -1.87197 0.62175 -1.50283 0.0 0.5 0.2 0.05
```
Positions in Å, forces in eV/Å.

Computed properties:
highest occupied orbital energy	-3.19	eV
LUMO level	0.161	Ha
largest force on an atom	1.25	eV Å⁻¹
Kohn-Sham gap	7.58	eV
total charge	-1
energy relative to the best compared isomer or geometry (same formula, charge and spin)	7.5	kcal per mole

=====

Record 3
A structure of composition C2H7O2P2S at a distorted geometry. Source: the Open Molecules 2025 dataset; level of theory: the ωB97M-V functional and the def2-TZVPD basis.

The geometry in XYZ format:
```
14
Properties=species:S:1:pos:R:3:forces:R:3:lowdin_charge:R:1
C 2.15522 1.37049 -0.30606 -0.1 -0.6 5.2 -0.23
C -1.22158 0.59089 1.32490 0.0 1.5 -0.7 -0.79
O -1.66203 0.20285 -1.35020 2.4 -0.6 -0.8 -0.33
O -3.59968 1.27409 -0.14639 0.2 -0.6 0.4 -0.42
P -3.15772 -1.76926 0.14318 0.8 -0.2 -4.1 0.62
P -2.44789 0.34084 0.01590 0.3 0.5 1.4 0.16
S 0.40342 0.28633 0.83616 0.2 0.1 0.5 0.56
H 2.00898 1.98962 -1.08041 -0.7 2.3 -2.8 -0.10
H 2.33835 0.37797 -0.57706 0.8 -1.3 -0.4 -0.09
H 2.85095 1.79715 0.51881 -1.3 -0.8 -1.5 0.00
H -1.52062 1.34997 2.13661 0.6 -1.3 -1.2 0.01
H -3.71912 -1.79432 1.28822 -1.8 0.2 3.8 -0.26
H -2.06924 -2.55807 0.55108 0.5 0.3 0.1 -0.16
H -0.66777 -0.02341 -1.20114 -2.0 0.6 0.2 0.04
```
Positions in Å, forces in eV/Å.

Computed properties:
highest occupied orbital energy (spin up / spin down)	-3.13 / -3.13	eV
LUMO level (spin up / spin down)	0.136 / 0.136	Ha
largest force on an atom	5.22	eV Å⁻¹
Kohn-Sham gap (spin up / spin down)	6.82 / 6.82	eV
total charge	-1
energy relative to the best compared isomer or geometry (same formula, charge and spin)	68.0	kcal per mole

=====

Record 4
The molecule C2H7O4P at a distorted geometry. Source: the Open Molecules 2025 dataset; level of theory: the ωB97M-V functional and the def2-TZVPD basis.

The geometry in XYZ format:
```
14
Properties=species:S:1:pos:R:3:forces:R:3:lowdin_charge:R:1
C 0.61172 0.69717 -0.22048 2.2 -4.0 1.1 -0.42
C 1.71210 -0.61898 0.00044 -2.5 2.7 1.9 -0.08
O 0.87880 1.79479 0.53153 2.4 0.4 1.8 -0.11
O -1.82141 1.32342 -0.13266 -0.7 -1.6 0.6 -0.17
O -2.10842 -0.78529 1.03618 2.9 2.4 0.8 -0.16
O -1.23401 -0.97256 -1.27484 2.5 0.0 -0.6 -0.20
P -0.94735 -0.06038 0.06732 -3.7 1.7 -1.7 0.68
H 1.19884 -1.31722 0.67804 0.6 0.1 0.0 0.04
H 2.57935 -0.21252 0.54370 0.1 -0.5 -0.9 0.06
H 1.75707 -1.11032 -0.91894 1.2 -0.5 -1.5 0.02
H 1.64148 1.63449 1.20687 -2.0 0.3 -1.7 0.15
H -1.21633 2.04340 -0.23518 0.5 0.8 -0.3 0.03
H -2.60827 -1.45156 0.65760 -1.4 -2.1 -1.4 0.01
H -0.44357 -0.96444 -1.93958 -2.1 0.3 1.9 0.13
```
Positions in Å, forces in eV/Å.

Computed properties:
highest occupied orbital energy	-7.87	eV
LUMO level	0.009	Ha
largest force on an atom	4.75	eV Å⁻¹
Kohn-Sham gap	8.11	eV
energy relative to the best compared isomer or geometry (same formula, charge and spin)	94.9	kcal per mole

=====

Record 5
The molecule C2H7O5P. Source: the Open Molecules 2025 dataset; level of theory: the ωB97M-V functional and the def2-TZVPD basis.

The geometry in XYZ format:
```
15
Properties=species:S:1:pos:R:3:forces:R:3:lowdin_charge:R:1
C 1.72134 -0.90290 0.21701 0.1 0.1 -0.1 -0.08
C 1.59476 0.59256 0.04327 0.1 0.0 0.3 -0.23
O 0.59474 1.05289 -0.88953 0.2 0.0 -0.3 -0.10
O -0.45037 0.08314 -1.06592 0.2 -0.2 0.3 -0.18
P -1.73362 0.49444 -0.18967 -0.5 0.6 0.1 0.33
O -2.12944 1.89407 -0.17319 0.0 0.0 0.0 -0.22
O -1.43913 -0.09650 1.26281 0.0 -0.2 -0.3 -0.09
O -2.79663 -0.51246 -0.81918 0.4 0.0 -0.1 -0.08
H 1.96667 -1.37247 -0.73287 0.0 -0.1 0.0 0.08
H 2.54349 -1.07743 0.90982 0.1 0.0 0.0 0.08
H 0.83846 -1.36763 0.63902 -0.2 0.0 0.0 0.06
H 1.43280 1.10890 0.99171 -0.2 -0.1 0.1 0.12
H 2.53731 0.96469 -0.35926 -0.1 0.2 -0.2 0.12
H -2.23003 0.03779 1.79819 0.1 0.1 0.3 0.09
H -2.45035 -0.89908 -1.63221 -0.2 -0.1 -0.1 0.09
```
Positions in Å, forces in eV/Å.

Computed properties:
highest occupied orbital energy	-10.81	eV
LUMO level	0.016	Ha
largest force on an atom	0.81	eV Å⁻¹
Kohn-Sham gap	11.24	eV

=====

Record 6
A cluster of 2 separate species, C2H7OS in total at a distorted geometry. Source: the Open Molecules 2025 dataset; level of theory: the ωB97M-V functional and the def2-TZVPD basis.

The geometry in XYZ format:
```
11
Properties=species:S:1:pos:R:3:forces:R:3:lowdin_charge:R:1
S 0.48129 2.35114 0.56714 0.9 -0.9 -1.3 -0.25
H 1.16551 1.57973 -0.42785 -0.8 1.1 1.2 -0.36
C 0.25266 -1.70194 -0.16777 -2.6 0.6 1.0 -0.26
O -0.44760 -0.59838 0.51443 -1.3 -4.5 0.1 -0.21
C -0.78688 -2.26683 -1.27430 0.1 0.5 -0.4 -0.11
H 1.16285 -1.25227 -0.53946 0.4 -0.6 -0.5 0.08
H 0.39394 -2.55252 0.58076 0.3 1.3 -0.7 0.10
H -0.30761 0.34638 0.57849 1.6 1.4 -0.7 -0.15
H -0.77161 -1.50471 -2.08161 -0.4 -0.4 0.4 0.06
H -0.74725 -3.27142 -1.79636 1.2 0.8 0.8 0.05
H -1.81035 -2.36382 -0.85113 0.7 0.8 0.1 0.06
```
Positions in Å, forces in eV/Å.

Computed properties:
highest occupied orbital energy	-2.85	eV
LUMO level	0.140	Ha
largest force on an atom	4.71	eV Å⁻¹
Kohn-Sham gap	6.67	eV
total charge	-1
energy relative to the best compared isomer or geometry (same formula, charge and spin)	29.6	kcal per mole

=====

Calculated E (eV), listed in the same order as above: -4223.5149 -6282.3644 -35694.8880 -19664.7542 -21713.9919 -15070.1223